Record 1
This record from the OMol25 dataset describes C17H44AsFeGeNOSeSi2 as an isolated structure. The level of theory is ωB97M-V with the def2-TZVPD basis set.

```
69
Properties=species:S:1:pos:R:3:forces:R:3
Fe -0.353 0.452 0.749 0.0 0.1 0.0
C 3.409 -2.013 -0.528 0.0 0.0 0.0
C 2.146 -1.342 -0.276 0.0 -0.1 0.0
N 1.148 -0.820 -0.079 0.0 0.1 0.0
H 4.179 -1.272 -0.735 0.0 0.0 0.0
H 3.300 -2.675 -1.385 0.0 0.0 0.0
H 3.690 -2.597 0.347 0.0 0.0 0.0
C -3.351 2.060 -2.726 0.1 0.0 0.0
Ge -4.374 1.621 -1.121 0.0 0.0 0.0
C -6.296 1.757 -1.413 0.0 0.0 0.0
C -3.823 2.799 0.343 0.1 0.0 0.0
C -3.978 -0.295 -0.764 0.0 0.0 0.1
Se -2.655 -0.766 0.585 0.1 0.0 0.0
C -3.504 -0.021 2.169 0.0 -0.1 0.0
H -3.418 3.121 -2.967 0.0 0.0 0.0
H -3.713 1.491 -3.583 0.0 0.0 0.0
H -2.299 1.809 -2.571 0.0 0.0 0.0
H -6.572 2.775 -1.690 0.0 0.0 0.0
H -6.843 1.493 -0.507 0.0 0.0 0.0
H -6.618 1.089 -2.213 0.0 0.0 0.0
H -3.716 3.814 -0.043 0.0 0.0 0.0
H -2.859 2.490 0.753 0.0 0.0 0.0
H -4.554 2.829 1.151 0.0 0.0 0.0
H -3.595 -0.761 -1.674 0.0 0.1 0.0
H -4.877 -0.847 -0.488 0.0 0.0 0.0
H -4.025 0.893 1.903 0.0 -0.1 0.0
H -2.710 0.195 2.880 0.0 0.0 0.0
H -4.197 -0.756 2.567 0.0 0.0 0.0
C -0.301 1.057 4.864 0.0 0.0 0.1
C 0.363 0.247 3.758 0.1 0.0 -0.1
C 0.103 -1.243 3.954 0.0 0.0 0.0
C 1.863 0.526 3.722 0.0 0.0 0.0
O -0.196 0.644 2.525 -0.2 0.2 0.0
H 0.150 0.834 5.833 0.0 0.0 0.0
H -1.366 0.822 4.924 0.0 0.0 0.0
H -0.194 2.125 4.669 0.0 0.0 0.0
H 0.489 -1.593 4.913 0.0 0.0 0.0
H 0.584 -1.818 3.159 0.0 0.0 0.0
H -0.970 -1.446 3.925 0.0 0.0 0.0
H 2.343 0.239 4.659 0.0 0.0 0.0
H 2.044 1.589 3.553 0.0 0.0 0.0
H 2.329 -0.039 2.910 0.0 0.0 0.0
C -0.573 5.955 -0.219 0.0 0.0 0.1
Si 0.451 4.648 0.634 0.0 0.0 0.0
C 2.275 5.042 0.551 0.0 0.0 0.0
C -0.106 4.367 2.390 0.0 0.0 0.0
As 0.096 2.588 -0.479 -0.1 -0.3 0.0
Si 1.155 2.658 -2.588 0.1 0.0 0.0
C 2.962 2.345 -2.184 0.0 0.0 -0.1
C 0.500 1.271 -3.655 0.0 0.1 0.0
C 0.888 4.309 -3.414 0.0 0.0 0.0
H -0.417 6.910 0.289 0.0 0.0 0.0
H -1.639 5.725 -0.169 0.0 0.0 0.0
H -0.298 6.086 -1.265 0.0 0.0 0.0
H 2.469 5.953 1.123 0.0 0.0 0.0
H 2.615 5.220 -0.471 0.0 0.0 0.0
H 2.882 4.245 0.985 0.0 0.0 0.0
H -0.096 5.311 2.942 0.0 0.0 0.0
H 0.559 3.665 2.897 0.0 0.0 0.0
H -1.118 3.960 2.432 0.0 0.0 0.0
H 3.115 1.282 -1.979 0.0 0.0 0.0
H 3.306 2.916 -1.323 0.0 0.0 0.0
H 3.592 2.609 -3.037 0.0 0.0 0.0
H 0.406 0.332 -3.107 0.0 0.0 0.0
H 1.191 1.107 -4.487 0.0 0.0 0.0
H -0.473 1.518 -4.084 0.0 0.0 0.0
H 1.374 5.125 -2.878 0.0 0.0 0.0
H -0.175 4.541 -3.502 0.0 0.0 0.0
H 1.306 4.282 -4.424 0.0 0.0 0.0
```
Forces are in eV/Å.

Output
* energy relative to the best compared isomer or geometry (same formula, charge and spin): 0.5 kcal per mole
* HOMO energy (spin up / spin down): -11.00 / -11.42 eV
* multiplicity: 6
* charge: +1
* gap between HOMO and LUMO (spin up / spin down): 8.947 / 7.278 eV
* max |F|: 0.3 eV Å⁻¹

=====

Record 2
This record from the OMol25 dataset describes C17H47BN2O11S6 as an isolated structure at a distorted geometry. The level of theory is ωB97M-V with the def2-TZVPD basis set.

```
84
Properties=species:S:1:pos:R:3:forces:R:3
C 1.080 -3.717 0.685 0.5 -0.3 -0.2
N 1.349 -2.317 0.317 -1.3 0.2 0.4
C 0.884 -2.007 -1.040 0.5 0.0 -0.1
B 1.142 -1.411 1.370 0.4 0.1 -0.1
O 1.422 -1.844 2.679 -0.1 -0.3 -0.4
C 0.654 0.137 1.347 0.0 0.0 0.4
C -0.758 0.258 1.937 0.0 0.3 -0.2
C -1.810 -0.542 1.171 0.1 -0.1 0.2
O -1.645 -1.947 1.445 0.2 0.1 -0.4
C -3.238 -0.068 1.475 -0.2 -0.2 0.2
N -4.182 -0.076 0.362 0.4 -0.1 -0.2
C 1.635 1.039 2.169 0.1 0.0 0.0
O 2.358 1.828 1.195 0.0 -0.1 0.2
S 1.320 2.185 0.063 -0.2 0.5 -0.5
O 2.020 2.391 -1.163 -0.2 0.0 0.4
O 0.404 3.182 0.539 0.5 -0.4 -0.2
O 0.613 0.785 0.028 0.1 -0.3 -0.1
H 0.424 -3.798 1.552 0.1 0.0 -0.1
H 0.588 -4.210 -0.156 0.0 0.0 0.1
H 2.008 -4.259 0.892 -0.1 0.0 0.0
H 1.333 -1.084 -1.391 -0.1 0.1 0.0
H 1.239 -2.786 -1.719 -0.1 0.1 0.1
H -0.210 -1.949 -1.080 0.1 -0.1 -0.1
H 0.744 -1.628 3.316 0.0 0.3 0.3
H -1.028 1.321 1.923 0.0 -0.1 0.0
H -0.759 -0.044 2.995 0.0 0.0 -0.1
H -1.616 -0.451 0.097 0.0 0.1 0.1
H -1.466 -2.048 2.381 -0.2 0.0 0.2
H -3.214 0.922 1.933 0.0 0.0 -0.1
H -3.638 -0.760 2.223 0.0 0.2 0.1
H -4.380 -1.038 0.111 -0.2 0.0 0.1
H -3.753 0.350 -0.454 -0.1 0.1 0.0
H 2.375 0.477 2.732 0.0 0.0 -0.1
H 1.100 1.723 2.836 0.0 -0.1 -0.1
C -3.337 3.958 5.284 0.0 0.0 0.0
S -3.828 2.246 5.513 0.0 0.0 0.0
O -3.538 1.551 4.230 0.1 -0.1 0.1
C -5.598 2.550 5.531 0.0 0.0 0.0
H -2.253 3.975 5.194 0.0 0.0 0.0
H -3.792 4.338 4.369 0.0 0.0 0.0
H -3.645 4.545 6.149 0.0 0.0 0.0
H -5.885 3.033 4.598 0.0 0.0 0.0
H -5.852 3.172 6.390 0.0 0.0 0.0
H -6.092 1.584 5.618 0.0 0.0 0.0
C -6.360 -4.785 2.338 0.0 0.0 0.0
S -6.569 -3.000 2.393 0.0 0.0 0.0
O -5.616 -2.428 1.412 0.0 -0.1 -0.1
C -5.815 -2.766 4.008 0.0 0.0 0.1
H -6.725 -5.122 1.370 0.0 0.0 0.0
H -5.301 -5.023 2.440 0.0 0.0 0.0
H -6.945 -5.246 3.134 0.0 0.0 0.0
H -4.796 -3.154 3.982 0.0 0.0 0.0
H -6.408 -3.274 4.768 0.0 0.0 0.0
H -5.798 -1.695 4.200 0.0 0.0 0.0
C 1.907 6.086 -2.477 0.0 -0.1 0.0
S 1.841 7.080 -0.983 0.0 0.0 0.0
O 1.952 8.503 -1.403 0.0 0.0 0.0
C 3.460 6.593 -0.374 0.0 0.0 0.0
H 0.991 6.277 -3.033 0.0 0.0 0.0
H 2.772 6.388 -3.067 0.0 0.0 0.0
H 1.960 5.031 -2.206 0.0 0.0 0.0
H 4.215 6.863 -1.113 0.0 0.0 0.0
H 3.464 5.519 -0.185 0.0 0.0 0.0
H 3.635 7.133 0.554 0.0 0.0 0.0
C 5.165 0.636 -2.786 0.1 0.0 0.0
S 4.382 -0.913 -3.240 0.0 -0.1 0.1
O 3.823 -1.503 -1.991 0.1 0.0 0.0
C 5.921 -1.796 -3.554 0.0 0.0 -0.1
H 4.375 1.321 -2.495 -0.1 0.1 0.0
H 5.840 0.463 -1.946 0.0 0.0 0.0
H 5.705 1.028 -3.648 0.0 0.0 0.0
H 6.535 -1.778 -2.654 0.0 0.0 0.0
H 6.441 -1.330 -4.392 0.0 0.0 0.0
H 5.667 -2.823 -3.808 0.0 0.0 0.0
C 3.207 -3.970 -5.989 0.0 0.0 0.0
S 3.640 -2.376 -6.700 0.0 0.0 0.0
O 2.653 -1.397 -6.186 -0.1 0.0 -0.1
C 3.133 -2.773 -8.379 0.0 0.0 0.0
H 3.419 -3.919 -4.922 0.0 0.0 0.0
H 2.143 -4.149 -6.144 0.0 0.0 0.0
H 3.808 -4.753 -6.451 0.0 0.0 0.0
H 2.079 -3.051 -8.372 0.0 0.0 0.0
H 3.749 -3.584 -8.768 0.0 0.0 0.0
H 3.279 -1.878 -8.980 0.0 0.0 0.0
```
Forces are in eV/Å.

Output
* energy relative to the best compared isomer or geometry (same formula, charge and spin): 0.0 kcal per mole
* HOMO energy: -8.42 eV
* gap between HOMO and LUMO: 8.692 eV
* max |F|: 1.3 eV Å⁻¹

=====

Record 3
This record from the OMol25 dataset describes a 9-piece molecular cluster, C17H47Cl6NO7 overall at a distorted geometry. The level of theory is ωB97M-V with the def2-TZVPD basis set.

```
78
Properties=species:S:1:pos:R:3:forces:R:3
C 4.802 -3.082 2.403 0.6 0.1 0.7
O 4.923 -2.042 3.395 0.0 0.9 -2.4
C 4.383 -2.338 4.624 1.2 -1.2 0.9
C 4.926 -1.517 5.826 -1.7 -0.2 -0.9
N 6.293 -1.632 6.296 -0.1 -0.6 -1.1
C 6.413 -1.448 7.710 1.0 0.9 0.2
C 5.987 -2.585 8.612 -0.7 1.8 -0.1
O 6.139 -1.997 9.881 0.6 -0.1 0.7
C 5.451 -2.655 10.909 0.1 0.4 0.4
H 5.230 -2.785 1.445 0.2 0.5 0.3
H 3.806 -3.445 2.145 -0.5 0.3 0.6
H 5.373 -3.928 2.786 0.0 -0.3 -0.1
H 4.646 -3.385 4.771 -0.1 -0.4 0.7
H 3.294 -2.305 4.658 -0.3 0.4 -0.2
H 4.176 -1.879 6.529 0.5 0.0 0.9
H 4.601 -0.487 5.678 0.2 0.4 -0.1
H 6.814 -0.841 5.944 0.1 -0.3 -0.7
H 6.000 -0.469 7.954 -1.1 -0.2 0.8
H 7.449 -1.188 7.926 0.4 -0.7 0.0
H 6.591 -3.477 8.444 -0.1 -0.2 0.1
H 4.916 -2.730 8.475 -0.1 -0.7 -0.3
H 5.757 -2.238 11.868 0.6 -0.1 0.0
H 5.664 -3.724 10.873 -0.4 -0.1 0.2
H 4.394 -2.390 10.903 -0.4 -0.5 -0.5
Cl -1.452 -3.307 6.847 0.4 0.1 0.9
C -2.558 -3.545 5.498 0.0 0.5 -0.5
C -3.213 -2.200 5.226 -0.1 0.3 1.0
Cl -4.402 -2.156 3.921 0.1 -0.3 -0.6
H -3.291 -4.292 5.804 0.2 -0.1 -0.4
H -1.860 -3.827 4.709 -0.7 -0.4 -0.3
H -2.452 -1.430 5.100 -0.1 -0.1 -0.4
H -3.814 -1.907 6.087 0.3 -0.1 0.2
Cl -0.924 0.634 -0.269 0.8 0.6 1.2
C -2.127 0.354 -1.491 -0.2 -1.2 0.3
C -1.387 0.034 -2.751 -0.6 0.1 -1.9
Cl -2.644 -0.074 -4.027 -0.5 0.0 -0.6
H -2.881 1.140 -1.537 0.5 0.2 -0.3
H -2.647 -0.536 -1.136 -0.2 0.0 -0.3
H -0.911 -0.940 -2.865 0.1 0.2 1.0
H -0.706 0.791 -3.141 0.0 0.1 0.6
Cl 6.560 1.629 -6.166 0.2 0.8 0.1
C 5.692 2.526 -4.852 1.1 -0.9 0.9
C 5.835 4.061 -4.729 -1.1 -1.2 -1.8
Cl 5.169 4.514 -3.193 -0.4 0.3 1.2
H 6.093 2.122 -3.922 -0.1 -0.3 -0.1
H 4.691 2.121 -5.001 -0.2 0.9 0.4
H 5.107 4.382 -5.475 0.6 0.9 -0.2
H 6.826 4.508 -4.798 -0.1 -0.5 -0.4
C -2.851 -5.970 -4.189 0.6 0.4 0.8
O -2.237 -5.942 -5.475 -0.5 -0.3 0.4
H -2.376 -6.721 -3.558 0.0 -0.4 -0.4
H -2.638 -5.057 -3.634 -0.1 0.4 -0.2
H -3.932 -6.102 -4.144 0.0 -0.2 -0.5
H -2.879 -5.595 -6.099 0.0 0.1 -0.1
C -1.593 7.198 -3.450 -1.6 -0.7 1.3
O -1.517 7.766 -2.130 1.0 0.3 -0.4
H -2.100 6.258 -3.232 0.1 -0.5 -0.8
H -2.331 7.791 -3.990 0.6 0.1 -0.5
H -0.628 6.997 -3.914 -0.1 0.5 -0.2
H -0.674 7.428 -1.819 0.0 0.2 0.6
C -8.287 2.834 -8.140 -0.2 0.7 0.1
O -6.919 3.167 -8.090 0.6 0.0 -0.1
H -8.574 2.006 -7.492 0.1 0.0 0.1
H -8.758 3.763 -7.819 -0.4 -0.3 0.2
H -8.664 2.654 -9.147 0.3 -0.3 -0.2
H -6.338 2.408 -7.994 -0.3 -0.2 -0.1
C -6.127 6.862 2.138 -0.1 0.6 -1.6
O -5.912 8.223 1.675 0.1 -0.5 0.9
H -7.181 6.675 1.934 0.0 -0.3 0.2
H -5.521 6.254 1.467 -0.2 -0.6 0.3
H -5.892 6.628 3.176 0.2 0.5 0.1
H -5.087 8.216 1.184 0.0 0.2 0.1
C -4.416 -2.641 -10.853 0.0 -0.5 -0.1
O -4.937 -3.847 -10.306 -0.3 -0.1 0.1
H -3.346 -2.782 -11.005 0.0 0.3 -0.2
H -4.949 -2.521 -11.796 0.4 0.8 -0.1
H -4.582 -1.799 -10.180 -0.1 0.0 -0.1
H -5.488 -4.188 -11.015 -0.1 -0.4 0.4
```
Forces are in eV/Å.

Output
* energy relative to the best compared isomer or geometry (same formula, charge and spin): 21.5 kcal per mole
* HOMO energy: -8.97 eV
* SMILES: COCCNCCOC.ClCCCl.ClCCCl.ClCCCl.CO.CO.CO.CO.CO
* gap between HOMO and LUMO: 9.145 eV
* max |F|: 2.6 eV Å⁻¹

=====

- energy relative to the best compared isomer or geometry (same formula, charge and spin) of number 3 (C17H47Cl6NO7)?
  21.5 kcal per mole

=====

- Number 2 is which compound?
  C17H47BN2O11S6

=====

- Which value of max |F| does entry 3 give?
  2.6 eV Å⁻¹